The ion C2H3O3S2 with charge -1, computed with wB97M-V/def2-TZVPD.

Summary:
Kohn-Sham gap (eV): 7.69
Energy above the lowest of the compared OMol25 structures with the same formula, charge and spin (eV): 0.9191
Structure (SMILES): O=C([O-])[C@H](O)SS
E_HOMO (eV): -4.754
Total charge: -1

CARTESIAN COORDINATES (ANGSTROEM)
C1 -0.40300 -1.18369 -2.03356
C2 0.00141 -0.56337 -0.60457
O1 -1.49833 -0.76474 -2.48289
O2 0.37559 -2.02513 -2.51069
O3 -1.10709 0.44495 -0.29081
S1 2.50632 0.32761 1.03715
S2 1.52918 0.43432 -0.84846
H1 0.14548 -1.38784 0.18906
H2 -1.54659 0.63742 -1.18340
H3 1.42859 0.97203 1.41276

Cartesian forces, eV/Å:
C -0.1442 -0.5528 -0.1881
C -1.8736 1.5421 -0.3004
O 0.5760 0.1716 0.1293
O -0.1228 0.3429 0.4291
O 1.4232 -1.3201 -0.3567
S -0.4159 -0.1567 -1.1229
S 0.3723 -0.9858 0.1477
H -0.3998 1.6212 -1.1260
H 0.9160 -1.1976 1.2040
H -0.3312 0.5352 1.1842

Mulliken charges in e: C 0.462; C 0.012; O -0.756; O -0.673; O -0.534; S -0.277; S -0.060; H 0.297; H 0.364; H 0.165


A structure of composition C2H3O3Tb, computed with wB97M-V/def2-TZVPD.

Summary:
Kohn-Sham gap (alpha / beta) (eV): 7.17 / 7.32
Energy above the lowest of the compared OMol25 structures with the same formula, charge and spin (eV): 0.0000
E_HOMO (alpha / beta) (eV): -8.463 / -8.514
2S+1: 7

CARTESIAN COORDINATES (ANGSTROEM)
O1 0.17700 -1.28773 0.49280
C1 0.36215 -0.28467 -0.45705
C2 -0.93206 0.58750 -0.50714
O2 -1.21673 1.09434 0.77158
Tb1 0.39377 0.33740 1.90855
H1 -1.75643 -0.05984 -0.87793
H2 -0.78385 1.39627 -1.25547
H3 1.02382 -0.45862 -1.41103
O3 1.46479 0.57277 0.05267

Cartesian forces, eV/Å:
O -0.0196 0.2702 -0.2938
C 2.4356 0.7347 -0.2591
C -0.1004 -0.2782 -1.4159
O 0.5439 -0.2265 0.5277
Tb 0.0579 -0.0910 -2.1042
H 0.3052 0.2638 0.2815
H -0.0219 -0.2369 0.4944
H -2.3582 -0.8051 0.9136
O -0.8424 0.3690 1.8558

Mulliken charges in e: O -0.722; C -0.345; C -0.009; O -0.738; Tb 1.720; H 0.229; H 0.241; H 0.305; O -0.682


A structure of composition C2H3O4P, computed with wB97M-V/def2-TZVPD.

Summary:
Kohn-Sham gap (eV): 11.26
Energy above the lowest of the compared OMol25 structures with the same formula, charge and spin (eV): 0.0000
E_HOMO (eV): -11.087

CARTESIAN COORDINATES (ANGSTROEM)
C1 -0.36430 0.83536 -2.34696
C2 0.95009 -0.44543 1.15852
O1 -0.12792 0.35572 -1.32526
O2 -1.52597 -1.41163 0.32987
O3 -1.37948 1.07451 1.03115
O4 -0.56179 1.31006 -3.36474
P1 -0.79002 -0.21910 0.71810
H1 1.39556 -1.17650 0.49597
H2 1.45842 0.50898 1.12824
H3 0.94541 -0.83196 2.17513

Cartesian forces, eV/Å:
C -0.0265 0.1135 -0.1309
C -0.7458 0.0159 -0.0501
O 0.6234 -0.3919 0.3446
O 0.3518 -0.5033 -0.1067
O 0.3964 0.3886 0.1808
O -0.2894 0.4668 -1.0129
P -0.5833 -0.0849 0.7570
H 0.0778 -0.0847 -0.0718
H 0.0909 0.1163 -0.0096
H 0.1046 -0.0362 0.0997

Mulliken charges in e: C 0.666; C -0.825; O -0.335; O -0.616; O -0.618; O -0.317; P 1.110; H 0.290; H 0.297; H 0.349


A cluster of 2 separate species, C2H3O4S in total, computed with wB97M-V/def2-TZVPD.

Summary:
Kohn-Sham gap (alpha / beta) (eV): 6.85 / 8.69
Energy above the lowest of the compared OMol25 structures with the same formula, charge and spin (eV): 4.6598
E_HOMO (alpha / beta) (eV): -3.247 / -4.822
Total charge: -1

CARTESIAN COORDINATES (ANGSTROEM)
C1 0.40340 0.06660 0.17880
C2 -0.55597 0.31480 -0.88540
O1 -1.11234 4.05672 -1.48124
O2 -0.54954 3.27314 0.89027
O3 1.22301 3.57865 -0.82791
O4 0.71170 -0.11614 -1.16278
S1 -0.21495 3.34877 -0.54857
H1 0.79315 0.90456 0.59368
H2 0.40942 -0.84362 0.85714
H3 -1.45036 -0.45516 -1.04435

Cartesian forces, eV/Å:
C -1.3294 -2.3169 1.3349
C -2.0710 -1.2368 0.3381
O 0.2071 -0.1200 1.0227
O -0.0889 0.5553 -0.8829
O -0.9396 -0.1259 0.3541
O 0.7456 -0.7410 -1.8416
S 0.5572 -0.9996 -0.5706
H 1.3981 2.3708 1.4049
H -0.1541 0.8897 -1.0620
H 1.6749 1.7245 -0.0977

Mulliken charges in e: C -0.088; C -0.253; O -0.548; O -0.509; O -0.536; O -0.321; S 0.748; H 0.178; H 0.182; H 0.145


A cluster of 2 separate species, C2H3O4S2 in total, computed with wB97M-V/def2-TZVPD.

Summary:
Kohn-Sham gap (eV): 5.82
Energy above the lowest of the compared OMol25 structures with the same formula, charge and spin (eV): 1.8296
E_HOMO (eV): -3.507
Total charge: -1

CARTESIAN COORDINATES (ANGSTROEM)
C1 3.83588 0.73045 -0.04551
C2 -1.09104 -1.04428 -0.09951
O1 4.17393 1.01626 1.04470
O2 -3.01454 0.62724 -1.39159
O3 -1.95921 1.19561 0.76458
O4 -0.91380 -1.00163 1.32670
S1 3.77266 0.62836 -1.57726
S2 -1.72475 0.77549 -0.63498
H1 -1.71392 -1.85935 -0.31181
H2 -0.02408 -1.03171 -0.56690
H3 -1.34114 -0.03643 1.49158

Cartesian forces, eV/Å:
C 2.1655 1.7252 2.7637
C 3.0228 2.2681 1.0646
O -1.4229 -1.1169 -1.4747
O 0.6975 -0.2854 0.3077
O -0.1747 0.9632 1.6659
O -1.0758 1.7854 -0.7453
S -0.7745 -0.6118 -1.2764
S -0.4127 -1.3782 -1.4730
H -0.9135 -1.0655 -1.0315
H -1.7924 -0.5924 0.2904
H 0.6808 -1.6917 -0.0915

Mulliken charges in e: C 0.663; C -0.313; O -0.363; O -0.647; O -0.674; O -0.582; S -0.306; S 0.449; H 0.287; H 0.080; H 0.407


The molecule C2H3OP, computed with wB97M-V/def2-TZVPD.

Summary:
Kohn-Sham gap (eV): 8.88
Energy above the lowest of the compared OMol25 structures with the same formula, charge and spin (eV): 0.7214
Structure (SMILES): C=CP=O
E_HOMO (eV): -9.485

CARTESIAN COORDINATES (ANGSTROEM)
C1 0.03350 0.47405 0.09378
C2 -0.87689 -0.46429 -0.14657
O1 -3.66016 -0.58396 0.13077
P1 -2.64516 0.41395 -0.04530
H1 1.14816 0.37214 0.46436
H2 -0.28737 1.39572 0.35850
H3 -0.61037 -1.41908 -0.43304

Cartesian forces, eV/Å:
C 3.0218 -2.5223 1.6673
C -1.6024 3.0629 -0.2701
O -2.0267 -1.7583 0.2684
P 3.6546 0.5114 -0.4173
H -2.0605 -0.3553 -1.5215
H -1.1389 3.2316 0.4839
H 0.1520 -2.1699 -0.2108

Mulliken charges in e: C -0.523; C -0.288; O -0.397; P 0.335; H 0.209; H 0.281; H 0.384


A structure of composition C2H3OPS, computed with wB97M-V/def2-TZVPD.

Summary:
Kohn-Sham gap (eV): 8.84
Energy above the lowest of the compared OMol25 structures with the same formula, charge and spin (eV): 2.1266
E_HOMO (eV): -9.748

CARTESIAN COORDINATES (ANGSTROEM)
C1 -1.08328 -0.41237 0.24615
C2 -0.15117 -0.05172 1.00232
O1 2.05804 1.72327 0.37001
P1 1.81247 0.47614 -0.28761
S1 2.83457 -1.11745 -0.02376
H1 -1.92478 -0.80983 -0.48713
H2 0.25270 0.20874 1.94554
H3 0.94366 0.87242 -1.34813

Cartesian forces, eV/Å:
C 0.8429 0.0297 0.6227
C -4.2959 -1.5484 -2.3487
O 0.4204 2.4252 1.5469
P 0.2132 -1.4483 -1.2669
S -0.7138 0.2391 -0.6108
H 2.5365 1.1937 1.9105
H 0.5143 0.1960 0.2447
H 0.4824 -1.0870 -0.0984

Mulliken charges in e: C -0.200; C -0.391; O -0.504; P 0.516; S -0.291; H 0.332; H 0.405; H 0.134


The molecule C2H3OPS, computed with wB97M-V/def2-TZVPD.

Summary:
Kohn-Sham gap (eV): 9.85
Energy above the lowest of the compared OMol25 structures with the same formula, charge and spin (eV): 2.1626
Structure (SMILES): C#CPSO
E_HOMO (eV): -9.287

CARTESIAN COORDINATES (ANGSTROEM)
C1 -0.87329 -0.54247 0.99748
C2 0.07806 -1.01661 0.45394
O1 1.23344 1.50686 -0.31160
P1 1.76164 -1.31968 -0.21861
S1 2.48327 0.57560 0.26344
H1 -1.83306 -0.12106 1.40631
H2 0.35575 1.38557 0.22565
H3 1.40936 -0.79927 -1.53206

Cartesian forces, eV/Å:
C -2.9666 1.0666 1.0557
C 2.0626 -0.4575 -0.6424
O -1.6546 0.2158 0.9317
P -1.2561 0.3917 -0.6835
S -0.4337 0.4600 0.4224
H 1.7413 -0.8473 -0.6115
H 2.4596 -0.0669 -1.0504
H 0.0474 -0.7624 0.5781

Mulliken charges in e: C -0.081; C -0.262; O -0.462; P -0.023; S 0.059; H 0.325; H 0.346; H 0.098


A structure of composition C2H3OPTl, computed with wB97M-V/def2-TZVPD.

Summary:
Kohn-Sham gap (alpha / beta) (eV): 6.01 / 6.31
Energy above the lowest of the compared OMol25 structures with the same formula, charge and spin (eV): 0.0000
E_HOMO (alpha / beta) (eV): -13.778 / -13.769
Total charge: +1

CARTESIAN COORDINATES (ANGSTROEM)
P1 -0.64134 0.56929 0.67915
O1 0.82338 0.11245 -0.62534
C1 2.13543 0.27602 -0.41230
H1 2.73426 -0.42985 -1.00011
C2 2.72464 1.14229 0.41990
H2 3.81022 1.14622 0.50159
H3 2.14608 1.81183 1.05844
Tl1 -0.53090 -1.31827 -0.66029

Cartesian forces, eV/Å:
P 1.7290 2.4893 0.4861
O 0.3433 4.2281 1.6477
C 3.0870 0.7773 0.7445
H -0.2863 0.2840 0.0578
C -0.6938 -0.6181 -0.3891
H -0.3525 0.0363 -0.0552
H 0.1881 -0.0627 -0.1819
Tl -4.0147 -7.1343 -2.3099

Mulliken charges in e: P 0.232; O -0.309; C 0.462; H 0.277; C -0.778; H 0.245; H 0.192; Tl 0.680


A cluster of 2 separate species, C2H3OS3 in total, computed with wB97M-V/def2-TZVPD.

Summary:
Kohn-Sham gap (eV): 7.20
Energy above the lowest of the compared OMol25 structures with the same formula, charge and spin (eV): 1.1428
E_HOMO (eV): -3.839
Total charge: -1

CARTESIAN COORDINATES (ANGSTROEM)
C1 -1.01906 0.78026 0.28881
C2 0.27488 -0.09099 0.08780
O1 -0.77788 1.96644 0.46553
S1 -2.53686 0.03757 0.24638
S2 0.01792 -1.77949 0.65768
S3 1.74297 0.85857 0.65052
H1 0.33507 -0.20730 -1.37592
H2 -1.10773 -1.75658 0.05367
H3 0.96999 2.06985 0.42784

Cartesian forces, eV/Å:
C 0.6531 -0.1620 0.0305
C 0.1035 0.0739 -4.1825
O -0.5843 1.0749 -0.0814
S -0.5040 0.0792 -0.2350
S 2.8029 -0.0027 1.0772
S -1.0185 0.2883 -0.4932
H -0.1231 0.4807 4.2147
H -2.0298 -0.2292 -0.7757
H 0.7002 -1.6032 0.4454

Mulliken charges in e: C 0.372; C -0.161; O -0.650; S -0.546; S -0.186; S -0.339; H 0.206; H 0.084; H 0.219